This record from the Open Molecules 2025 dataset describes a 2-piece molecular cluster, C11H23N5O5S overall. The level of theory is ωB97M-V/def2-TZVPD.

For the HOMO-LUMO gap, the calculation gives 8.94 eV. For the energy relative to the best compared isomer or geometry (same formula, charge and spin), the calculation gives 0.000 eV. Its HOMO energy is -8.50 eV. Its net charge is 0. For the LUMO energy, the calculation gives 0.45 eV. As for the multiplicity: 1.

```
45
Properties=species:S:1:pos:R:3:forces:R:3:mulliken_charge:R:1
C -4.28384 4.62848 -1.22218 0.115 -0.510 -0.170 -0.945
N -2.94783 4.03774 -1.26126 0.558 0.946 0.495 -0.111
C -2.66609 2.83052 -1.77362 -0.689 -0.683 -0.330 0.076
O -3.54346 2.10976 -2.23023 0.343 -0.033 0.001 -0.683
C -1.19393 2.36538 -1.79304 0.325 0.322 0.464 0.273
C -0.99994 1.06201 -0.99236 0.208 -0.089 -0.033 -0.981
C 0.41793 0.48603 -1.15311 -0.387 0.103 -0.097 -0.774
S 0.83358 -0.90459 -0.06399 -0.064 0.001 0.040 -0.036
C -0.26076 -2.20417 -0.69880 -0.134 0.286 -0.053 -0.865
N -0.26510 3.39245 -1.28874 -1.082 -1.781 0.099 -0.200
C 0.21433 4.44378 -1.95268 0.742 1.562 -0.668 0.620
C -0.12079 4.63842 -3.41904 0.026 -0.185 0.267 -1.010
O 0.91234 5.25961 -1.37580 0.238 0.201 0.196 -0.672
H -4.67932 4.71279 -2.23641 -0.051 -0.018 0.094 0.294
H -4.24417 5.62023 -0.76952 0.164 -0.174 -0.042 0.353
H -4.95191 3.99153 -0.63913 -0.023 0.080 -0.085 0.292
H -2.18117 4.57713 -0.88860 -0.103 -0.078 -0.035 0.275
H -0.95559 2.14281 -2.83317 -0.054 0.130 -0.110 0.449
H -1.18767 1.25903 0.06426 -0.097 -0.029 0.099 0.343
H -1.71913 0.31793 -1.33652 -0.157 0.224 0.058 0.494
H 1.14434 1.27141 -0.94607 0.193 -0.159 0.053 0.372
H 0.55711 0.17115 -2.18779 0.098 0.010 -0.096 0.283
H -1.30154 -1.91779 -0.54961 0.017 -0.108 -0.013 0.286
H -0.07007 -2.36548 -1.75944 0.001 -0.028 -0.015 0.354
H -0.06997 -3.12919 -0.15185 0.114 0.200 0.074 0.318
H 0.04728 3.31274 -0.33247 0.002 0.078 0.036 0.266
H -1.19765 4.72926 -3.54710 -0.095 -0.130 -0.161 0.298
H 0.36136 5.55093 -3.76927 -0.039 -0.139 0.178 0.327
H 0.25570 3.79375 -3.99315 -0.140 -0.070 -0.163 0.297
N -0.08196 -5.02021 4.43082 0.652 -1.252 0.924 -0.494
C 0.47059 -4.30043 3.42112 -1.220 0.636 -0.782 0.495
O -0.26369 -3.52490 2.84658 0.270 1.023 -0.871 -0.600
N 1.78019 -4.50850 3.08334 0.603 -0.069 1.695 -0.302
C 2.46302 -3.62244 2.16487 -0.207 -1.377 0.130 0.532
N 2.37333 -4.35195 0.89110 0.496 1.308 -0.259 -0.576
C 3.92630 -3.32401 2.62087 0.625 0.454 -1.698 0.270
O 4.66749 -2.74105 1.84455 -0.862 -0.738 1.435 -0.562
O 4.34758 -3.79450 3.82681 -0.536 0.342 -0.705 -0.464
H -1.09274 -4.93289 4.46733 0.470 -0.164 -0.063 0.277
H 0.32234 -5.93377 4.59620 -0.353 0.121 0.234 0.210
H 2.35602 -4.91196 3.81457 -0.111 0.122 -0.161 0.277
H 1.93594 -2.66232 2.09535 0.114 -0.210 -0.124 0.092
H 2.83646 -5.25468 0.96045 0.006 0.268 -0.028 0.216
H 2.78226 -3.79137 0.14181 0.032 -0.327 0.124 0.272
H 5.27283 -3.50867 3.89493 -0.008 -0.066 0.064 0.367
```
Forces are in eV/Å.

***

This record from the Open Molecules 2025 dataset describes a 5-piece molecular cluster, C2H13O4S overall. The level of theory is ωB97M-V/def2-TZVPD.

For the HOMO-LUMO gap, the calculation gives 6.57 eV. For the energy relative to the best compared isomer or geometry (same formula, charge and spin), the calculation gives 0.969 eV. Its HOMO energy is -3.31 eV. Its net charge is -1. For the LUMO energy, the calculation gives 3.26 eV. As for the multiplicity: 1.

```
20
Properties=species:S:1:pos:R:3:forces:R:3:mulliken_charge:R:1
C 1.09095 1.23701 -3.07715 0.007 0.066 0.963 -1.162
C 1.67089 0.39751 -1.92169 -1.505 0.496 -0.014 -0.386
S 0.39914 0.02907 -0.64254 -0.220 0.068 0.175 -0.731
H 1.89363 1.55800 -3.73881 -0.050 -0.316 -0.601 0.363
H 0.61702 2.15869 -2.73231 0.006 -0.080 0.306 0.287
H 0.29065 0.64243 -3.51301 0.167 0.085 -0.589 0.281
H 2.47079 0.95034 -1.43959 0.475 -0.372 -0.121 0.280
H 1.90393 -0.57935 -2.33872 0.829 0.106 0.102 0.220
H -1.72789 1.07682 -1.46801 0.088 0.173 0.325 0.255
H -3.02278 1.99044 -1.18989 0.573 -0.450 -0.082 0.258
O -2.32122 1.77055 -1.82053 -0.476 0.284 -0.251 -0.627
H -0.37832 -3.59513 5.41773 -0.034 0.073 -0.349 0.317
H -1.05308 -3.63604 4.01151 0.245 -0.079 0.631 0.347
O -1.13536 -3.94153 4.93334 -0.153 0.020 -0.339 -0.667
H -1.60088 2.10165 1.30536 -0.280 0.408 -0.139 0.309
H -0.35556 1.44366 1.64510 0.256 0.652 0.133 0.325
O -0.88480 2.22110 1.93420 0.178 -1.017 -0.177 -0.672
H 1.46142 -1.76342 1.30546 -1.115 -0.144 0.000 0.315
H -0.05864 -1.76695 1.62202 0.298 0.279 -0.459 0.312
O 0.74014 -2.29485 1.70751 0.711 -0.249 0.485 -0.624
```
Forces are in eV/Å.

***

This record from the Open Molecules 2025 dataset describes the molecule C2H6NO2P. The level of theory is ωB97M-V/def2-TZVPD.

For the HOMO-LUMO gap, the calculation gives 9.92 eV. For the energy relative to the best compared isomer or geometry (same formula, charge and spin), the calculation gives 3.972 eV. Its HOMO energy is -9.39 eV. Its net charge is 0. For the LUMO energy, the calculation gives 0.53 eV. As for the multiplicity: 1.

```
12
Properties=species:S:1:pos:R:3:forces:R:3:mulliken_charge:R:1
C -0.52899 -0.87140 1.20742 2.991 0.319 0.740 -0.860
N -0.01507 0.17577 0.23481 -1.712 -2.354 0.907 0.185
O 1.15158 0.86100 0.51067 -0.096 0.119 0.475 -0.446
C -0.53381 0.15532 -1.02434 -4.948 -3.191 0.633 0.509
O -1.65822 -0.57703 -1.21796 5.636 3.647 0.157 -0.659
P 0.27903 1.42395 -2.04136 -1.574 0.983 -2.261 -0.133
H -0.68019 -0.50409 2.23884 -0.200 0.276 -0.782 0.271
H -1.34287 -1.30940 0.74848 -2.184 -0.161 -0.653 0.374
H 0.12440 -1.77667 1.32036 0.326 1.112 -0.300 0.279
H 0.89637 1.48090 1.22617 0.250 -0.226 -0.558 0.362
H -0.17663 1.01698 -3.39704 -0.228 0.362 1.389 0.076
H 1.39982 0.76212 -2.36733 1.738 -0.887 0.253 0.043
```
Forces are in eV/Å.

***

This record from the Open Molecules 2025 dataset describes a 2-piece molecular cluster, C4H9NO2 overall. The level of theory is ωB97M-V/def2-TZVPD.

For the HOMO-LUMO gap, the calculation gives 10.92 eV. For the energy relative to the best compared isomer or geometry (same formula, charge and spin), the calculation gives 2.677 eV. Its HOMO energy is -10.11 eV. Its net charge is 0. For the LUMO energy, the calculation gives 0.82 eV. As for the multiplicity: 1.

```
16
Properties=species:S:1:pos:R:3:forces:R:3:mulliken_charge:R:1
C 1.97324 -0.55630 -1.64944 0.010 -0.121 -0.146 -0.596
N 1.99822 0.33722 -0.54430 -0.038 0.706 0.879 0.048
C 1.93238 1.04927 0.37994 0.167 -0.621 -0.893 -0.265
O -0.55848 0.64384 1.84604 0.124 0.172 0.057 -0.550
C -1.33566 0.90533 0.68816 -0.170 0.018 -0.241 -0.408
C -1.75016 -0.43557 0.09978 -0.304 0.125 -0.013 -0.400
O -0.60661 -1.24071 -0.10591 0.110 -0.066 0.190 -0.511
H 2.00885 -1.58214 -1.28086 0.019 0.116 -0.063 0.255
H 1.03857 -0.41931 -2.19334 0.110 -0.016 0.053 0.254
H 2.82660 -0.35867 -2.30061 -0.099 -0.026 0.087 0.315
H 0.29374 1.09565 1.74215 -0.125 -0.110 0.097 0.318
H -2.21868 1.50245 0.95174 0.106 -0.089 -0.035 0.347
H -0.74980 1.46220 -0.05531 -0.071 -0.060 0.134 0.263
H -2.45855 -0.93331 0.77917 0.104 0.055 -0.077 0.260
H -2.24420 -0.30411 -0.86878 0.057 0.026 0.138 0.326
H -0.11413 -1.14651 0.72603 -0.001 -0.108 -0.166 0.342
```
Forces are in eV/Å.